Entry 1:
3 unconnected molecules or ions with the total composition C2H10O2S2. Source: OMol25; level of theory: ωB97M-V/def2-TZVPD.

Geometry as XYZ:
```
16
Properties=species:S:1:pos:R:3:forces:R:3:lowdin_charge:R:1
H 2.0873 -6.0770 1.9058 -0.04 0.08 0.01 0.030
H -1.8239 -1.6609 -0.4279 -0.18 -0.30 0.10 0.024
H 2.0446 1.8123 0.9039 0.32 0.20 0.19 0.024
C 1.2358 1.8564 0.1938 -0.56 -0.03 -0.17 -0.487
H 3.5061 -6.0678 1.3716 -0.05 0.15 0.00 0.033
H 1.5972 1.6499 -0.8022 0.21 -0.46 -0.22 0.029
O 2.7662 -5.4820 1.5715 0.09 -0.23 -0.01 -0.063
O -0.8482 4.2854 -1.4045 0.08 -0.17 -0.35 -0.077
S -1.2243 0.5938 -0.8701 -0.25 0.06 0.21 0.419
C -2.3192 -0.7213 -0.2227 0.75 0.43 -0.22 -0.472
S 0.0505 0.6318 0.7872 0.04 -0.12 -0.19 0.449
H -3.2689 -0.6428 -0.7292 -0.20 -0.04 -0.16 0.024
H 0.7727 2.8304 0.1402 0.01 0.35 0.30 0.008
H -2.4522 -0.5718 0.8416 -0.11 -0.02 0.15 0.015
H -0.7210 3.9302 -2.2993 -0.09 0.14 0.44 0.043
H -1.4028 3.6336 -0.9598 -0.01 -0.05 -0.07 0.001
```
Positions in Å, forces in eV/Å.

Results
HOMO (hartree): -0.2911
E_LUMO (eV): 0.5

Entry 2:
4 unconnected molecules or ions with the total composition C2H10O4 in a non-equilibrium geometry. Source: OMol25; level of theory: ωB97M-V/def2-TZVPD.

Geometry as XYZ:
```
16
Properties=species:S:1:pos:R:3:forces:R:3:lowdin_charge:R:1
H -0.6193 1.2156 -4.6376 -1.34 -0.55 2.77 0.087
O 2.8399 -0.0066 1.2814 -1.70 -2.34 0.45 -0.081
O -0.3979 0.1995 2.1227 -1.13 0.72 -1.07 0.028
O -1.0192 1.0036 -3.6980 3.40 -0.68 -1.87 -0.156
H -2.7258 0.0074 0.8713 -2.25 4.39 0.24 0.010
H 1.8471 0.1228 -0.6061 1.17 -0.32 0.90 -0.036
O 1.2211 0.2996 -1.2855 -1.70 2.42 -0.45 -0.075
H 3.3427 -0.7232 1.7069 0.77 0.69 -0.19 0.051
H -3.1095 -1.5902 1.0418 1.41 -0.17 -0.23 0.100
C -1.0572 -0.7393 1.7409 0.45 -1.99 0.91 -0.295
H -0.6509 -1.6918 2.1411 -0.45 -0.48 -0.31 0.106
C -2.2873 -0.8748 0.8127 2.30 -1.65 0.48 -0.023
H -0.2260 0.4986 -3.2833 -1.97 1.19 -0.78 0.046
H 1.9823 -0.5350 1.3356 0.80 1.67 -0.19 0.053
H 0.9335 1.2455 -1.0619 0.52 -2.02 -0.55 0.094
H -1.8581 -0.8345 -0.1934 -0.28 -0.86 -0.12 0.091
```
Positions in Å, forces in eV/Å.

Results
HOMO (hartree): -0.3687
E_LUMO (eV): 0.6

| no. | HOMO-LUMO gap (eV) |
| --- | --- |
| 1 | 8.46 |
| 2 | 10.62 |